Entry from OMol25: a molecular structure, C21H32F6NO3P2Tl (ωB97M-V/def2-TZVPD).

Positions of all 66 atoms, in Å:
Tl  -0.1579  0.3579  1.0857
P  -2.3065  0.4218  -0.2697
P  2.3377  0.4044  -0.0060
F  -1.2025  4.2869  3.6794
F  -1.7667  2.1626  3.4748
F  0.9481  3.7105  5.4489
F  -1.1677  3.3083  1.7180
F  2.3256  2.1398  4.7677
F  0.3298  1.5795  5.3610
O  -1.8873  -1.2792  -4.8436
O  0.8988  1.4799  2.6715
O  1.4680  -1.3763  -3.5713
N  0.1209  1.9615  -1.2770
C  0.2793  3.9592  -3.1727
C  1.0302  2.5532  4.7250
C  -0.4775  -2.7273  4.2301
C  0.1368  -4.0471  2.2853
C  3.0559  -0.6849  -1.2550
C  -3.0686  -1.1436  -0.8365
C  -0.8876  3.1156  3.0633
C  -3.6499  1.2361  0.6895
C  -0.1864  -1.6822  2.0913
C  -0.1609  -3.9644  3.6500
C  1.4468  3.8607  2.6163
C  -0.9144  3.2957  -2.9393
C  0.1091  -2.8859  1.4734
C  -0.9632  2.2526  -2.0038
C  1.4293  3.5649  -2.4950
C  2.5633  2.0642  -0.7702
C  -2.3188  1.5527  -1.7203
C  1.3156  2.5186  -1.5565
C  3.5570  0.3756  1.3306
C  0.6314  2.7109  3.1985
C  -0.4664  -1.5604  3.4307
H  -1.8026  3.5403  -3.4861
H  -3.3400  2.2709  0.9517
H  2.5065  3.5847  2.6903
H  -2.7834  -1.9911  -0.1890
H  3.4561  2.0469  -1.4227
H  3.1475  0.8873  2.2142
H  3.9491  -0.2287  -1.7217
H  -1.8351  -0.3374  -5.1870
H  -4.5399  1.2910  0.0273
H  2.2943  -0.7868  -2.0408
H  1.0687  -2.1113  -3.1348
H  -0.6656  -0.5872  3.8816
H  -0.2224  -4.7906  -2.7475
H  1.7899  -1.6266  -4.4607
H  0.3245  -2.9475  0.4028
H  -4.1664  -1.0379  -0.8176
H  0.3970  -5.0142  1.8461
H  2.7532  2.8067  0.0306
H  -2.7056  1.0128  -2.6042
H  4.4947  0.8421  0.9901
H  3.2840  -1.6757  -0.8241
H  -0.1473  -4.8571  4.2687
H  -2.7263  -1.3442  -1.8686
H  1.2376  4.7827  3.1793
H  -0.7190  -2.6488  5.2868
H  -1.5209  -0.9166  -3.9578
H  2.3938  4.0481  -2.6344
H  3.7375  -0.6821  1.5775
H  0.3410  4.7376  -3.9299
H  -3.1182  2.3176  -1.5096
H  1.1743  3.9770  1.5604
H  -3.9258  0.7329  1.6369

Cartesian forces (eV/Å) of the 2 atoms listed first:
0.7 -0.6 0.9
-1.2 -0.1 -0.7

Results
HOMO level (alpha / beta) = -0.278 / -0.166 hartree
LUMO (alpha / beta) = 0.00 / -0.05 eV
energy above the lowest of the compared OMol25 structures with the same formula, charge and spin = 80.8 kcal per mole

***

Entry from OMol25: 7 unconnected molecules or ions with the total composition C39H46BF3N5O11 (ωB97M-V/def2-TZVPD).

Positions of all 105 atoms, in Å:
F  0.2442  4.6525  -1.5683
F  0.1223  -3.4314  -1.7368
F  -0.2172  3.0426  -4.4352
O  -0.8413  -3.3649  -3.7625
O  -1.8053  -1.9500  -5.2395
O  0.1744  -1.4565  -4.3000
O  -0.8425  5.5149  1.2456
O  6.9359  2.2476  2.1880
O  1.2276  1.9854  -5.8102
O  0.9655  5.0017  2.4839
O  0.5686  3.9447  0.5492
O  2.7772  2.7258  -4.4005
O  8.6225  1.7599  0.9413
O  3.2555  2.5946  -6.6056
N  4.3551  3.2510  4.2456
N  0.9617  -2.4659  2.1755
N  -8.2271  -4.5144  2.2166
N  -4.0455  -0.6722  -1.8683
N  7.4411  1.8973  1.1243
C  3.0912  3.3899  3.8233
C  -1.4580  4.9274  0.1155
C  -7.8854  -3.1887  0.2906
C  1.6147  -0.2307  1.7328
C  4.2523  0.9412  3.8960
C  -5.6407  -2.2295  -0.2699
C  4.3440  1.6260  -0.9371
C  4.9624  2.0565  4.2726
C  2.5189  2.4520  -5.7009
C  0.5331  -3.7788  1.6494
C  -8.7138  -3.9198  1.1133
C  -3.5376  -1.7945  -1.3369
C  -6.0509  -3.7514  1.6908
C  1.8062  2.0663  -3.6063
C  4.8368  0.9674  -2.0512
C  2.2233  -0.1570  2.9813
C  1.0110  -1.4139  1.3497
C  5.0051  4.4288  4.8496
C  0.2809  4.8426  1.5239
C  -6.9151  -4.4705  2.4807
C  7.0182  0.9085  -1.0754
C  -0.8968  -2.2211  -4.5349
C  0.6166  1.9588  -4.5546
C  2.9606  1.0604  3.4111
C  1.1373  -2.1788  -3.5183
C  -6.1174  -1.0412  -0.8031
C  5.1931  1.9583  0.1101
C  2.3494  2.3221  3.3787
C  -5.2991  -0.2747  -1.5967
C  6.5337  1.6208  -0.0010
C  -4.3296  -2.6092  -0.5548
C  -6.5395  -3.0471  0.5869
C  -3.2294  0.1848  -2.7549
C  -0.3668  4.0594  -0.5181
C  6.1685  0.5670  -2.1149
C  -9.1640  -5.2326  3.1084
C  2.1575  -1.2756  3.8120
C  1.4684  -2.3943  3.4247
C  0.3801  -3.4412  -3.1255
B  0.0182  0.2242  -1.3714
H  6.5105  -0.0123  -2.9597
H  -5.0309  -3.5950  2.0119
H  8.0338  0.5376  -1.0819
H  -7.1307  -0.6861  -0.6733
H  1.2071  0.0258  -1.3277
H  6.0469  4.2253  5.0764
H  4.1667  0.7467  -2.8741
H  -6.6259  -4.9323  3.4143
H  1.4768  -1.5766  -2.6825
H  1.3659  2.4267  2.9483
H  -2.5208  -2.0220  -1.6383
H  0.5671  -1.5678  0.3720
H  -8.6318  -5.5904  3.9852
H  -2.2483  4.2314  0.4156
H  -5.5720  0.6963  -1.9836
H  2.6723  4.3875  3.8268
H  -0.0786  -3.5974  0.7717
H  1.9840  -2.4015  -4.1694
H  1.5592  0.5794  1.0140
H  1.4334  -3.3010  4.0108
H  -2.6139  0.8379  -2.1365
H  -3.8920  0.7354  -3.4140
H  -9.9029  -4.5197  3.4687
H  -1.8705  5.6509  -0.5806
H  -0.5649  -0.7321  -1.8281
H  -0.3913  0.4358  -0.2453
H  2.1548  1.0605  -3.3482
H  2.6778  -1.3071  4.7608
H  0.0393  1.0468  -4.4575
H  -9.7827  -3.9859  0.9652
H  -8.3902  -2.6927  -0.5289
H  4.8574  2.5081  0.9780
H  0.9162  -4.3686  -3.3025
H  -0.2326  1.1531  -2.0867
H  -0.6693  3.0530  -0.7939
H  -3.9364  -3.5656  -0.2391
H  -2.5518  -0.3987  -3.3720
H  4.7625  -0.0095  3.8069
H  4.4726  4.6837  5.7639
H  -9.6152  -6.0630  2.5748
H  3.3255  1.9971  -0.9099
H  1.6085  2.5723  -2.6683
H  -0.0121  -4.3491  2.3956
H  1.4370  -4.3254  1.3888
H  6.0066  2.0426  4.5460
H  4.9727  5.2917  4.1879

Cartesian forces (eV/Å) of the 2 atoms listed first:
0.0 0.1 0.0
0.0 -0.1 -0.2

Results
net charge = +3
HOMO level = -0.555 hartree
LUMO = -8.99 eV
energy above the lowest of the compared OMol25 structures with the same formula, charge and spin = 0.0 kcal per mole

***

Entry from OMol25: C6H12N2 in the gas phase (ωB97M-V/def2-TZVPD).

Positions of all 20 atoms, in Å:
N  0.6721  0.2584  1.6880
N  -1.0477  -2.6487  1.3033
C  -0.5731  -1.8168  0.5504
C  0.2318  0.4831  0.3139
C  -0.3722  -1.0252  -1.7426
C  -0.2531  -0.8457  -0.2524
C  1.4399  0.9994  -0.4717
C  -0.9188  1.5067  0.2392
H  2.2392  0.2639  -0.4410
H  -1.7763  1.1465  0.8056
H  1.8036  1.9197  -0.0189
H  1.1765  1.2054  -1.5047
H  0.9802  1.1334  2.0993
H  -1.2294  1.6711  -0.7893
H  -0.9239  -0.1979  -2.1856
H  -0.4696  -3.3965  1.6704
H  -0.0934  -0.0972  2.2507
H  -0.5983  2.4608  0.6566
H  -0.9004  -1.9493  -1.9652
H  0.6131  -1.0712  -2.2059

Cartesian forces (eV/Å) of the 2 atoms listed first:
0.1 0.0 0.2
-0.5 -0.3 0.4

Results
HOMO level = -0.305 hartree
structure (SMILES) = CC(=C=N)C(C)(C)N
LUMO = 0.92 eV
energy above the lowest of the compared OMol25 structures with the same formula, charge and spin = 24.3 kcal per mole

***

Entry from OMol25: 2 unconnected molecules or ions with the total composition C5H15NO2 (ωB97M-V/def2-TZVPD).

Positions of all 23 atoms, in Å:
O  -2.7121  -1.6834  0.2083
O  -0.6352  0.0191  -2.1070
N  -0.0888  0.2032  0.7314
C  2.4360  0.5842  0.0497
C  -0.4238  1.5568  0.7733
C  0.0678  -0.5853  2.0251
C  0.7223  0.1332  -1.6834
C  1.0135  -0.1847  -0.1413
H  0.2567  2.3956  0.5053
H  2.4760  1.4625  -0.5406
H  3.2697  -0.1734  -0.1375
H  -3.3458  -0.8304  0.1930
H  -0.9168  -0.8085  2.5179
H  2.5542  0.8591  1.0915
H  0.4688  0.1742  2.7515
H  -0.8819  -0.9131  -2.3988
H  0.8512  1.2511  -1.8435
H  0.8269  -1.3627  1.9652
H  -0.8249  1.7992  1.7008
H  -1.8861  -1.1933  0.1998
H  -1.3181  1.8055  0.0765
H  1.5787  -0.3636  -2.2787
H  1.3967  -1.2362  0.1262

Cartesian forces (eV/Å) of the 2 atoms listed first:
-2.5 3.2 0.0
0.1 -2.5 -0.7

Results
HOMO level = -0.308 hartree
structure (SMILES) = C[C@H](CO)N(C)C.O
LUMO = 0.81 eV
energy above the lowest of the compared OMol25 structures with the same formula, charge and spin = 69.1 kcal per mole

***

Entry from OMol25: 3 unconnected molecules or ions with the total composition C12H32BrN2O4 (ωB97M-V/def2-TZVPD).

Positions of all 51 atoms, in Å:
Br  -0.9376  0.0339  -0.7626
O  -0.1060  -2.1639  2.2962
O  -3.9679  3.5689  -1.2345
O  2.4067  -4.8228  -1.4565
O  2.0961  3.8225  1.0352
N  1.2076  -2.4723  0.0157
N  -1.4284  3.2827  0.0056
C  2.9469  -5.8928  -2.2262
C  -3.7680  2.7387  -0.1033
C  2.9178  -3.5469  -1.6540
C  -4.9268  2.9883  -2.0919
C  -2.7383  3.4720  0.7031
C  0.5727  -3.6583  0.7126
C  -0.5285  -3.2342  1.5175
C  3.3316  3.3329  0.6363
C  -0.9331  -1.1619  2.9275
C  1.0609  3.6179  0.0950
C  2.6177  -2.6664  -0.4248
C  -0.2625  3.7461  0.8025
H  -0.2102  3.0752  1.6712
H  -3.4649  1.7287  -0.4193
H  -1.4208  2.2439  -0.1878
H  -1.4032  3.7571  -0.9207
H  1.1699  4.3744  -0.6528
H  -1.9436  -1.2368  2.4690
H  -5.2050  3.7134  -2.8082
H  1.2062  2.6253  -0.4256
H  -0.8655  -1.2963  4.0108
H  3.0975  -3.0852  0.5243
H  -2.6546  3.0997  1.7291
H  2.5707  -6.0142  -3.2606
H  -4.4931  2.1433  -2.5830
H  3.7784  3.9724  -0.1986
H  -0.4946  4.7467  1.1959
H  1.3098  -4.0132  1.3905
H  3.9963  -5.7304  -2.2883
H  3.0305  -1.7134  -0.7338
H  -0.6071  -0.1466  2.5924
H  4.1292  3.4818  1.3868
H  1.1106  -1.5976  0.5362
H  2.5639  -3.1493  -2.5497
H  -0.9328  -4.1298  1.9853
H  2.8437  -6.7938  -1.6062
H  3.9917  -3.6362  -1.7277
H  -5.8587  2.7407  -1.5334
H  0.2740  -4.3988  -0.0312
H  -3.0003  4.5454  0.7478
H  -4.7115  2.5871  0.4847
H  -1.3681  -2.8887  0.9034
H  3.3505  2.2919  0.3185
H  0.6497  -2.2812  -0.8129

Cartesian forces (eV/Å) of the 2 atoms listed first:
0.1 0.2 0.3
1.5 0.6 1.1

Results
net charge = +1
HOMO level = -0.418 hartree
LUMO = -1.94 eV
energy above the lowest of the compared OMol25 structures with the same formula, charge and spin = 24.7 kcal per mole

***

Entry from OMol25: C9H10ClN3 in the gas phase (ωB97M-V/def2-TZVPD).

Positions of all 23 atoms, in Å:
Cl  1.4546  2.5421  -1.7024
N  2.3322  -3.5976  -0.2190
N  2.7202  -3.4198  1.0091
N  1.3233  -2.8330  -0.5731
C  -0.6173  1.3065  -0.6979
C  -1.2347  -1.3301  0.2698
C  -2.1949  -0.2221  0.3245
C  1.9658  -2.3984  1.4468
C  -0.0348  2.4988  -0.9289
C  -1.8910  1.0176  -0.1586
C  0.0606  -1.0759  0.6287
C  -0.6871  3.8206  -0.5151
C  1.1031  -1.9957  0.4396
H  -1.3689  4.2995  -1.1180
H  2.8240  -4.1423  -0.9376
H  0.3120  -0.1555  1.1529
H  0.0769  4.6164  -0.6161
H  -1.5539  -2.3030  -0.0830
H  -2.6039  1.8259  -0.1435
H  -0.9386  3.6926  0.5302
H  -0.0759  0.4041  -1.1787
H  -3.1216  -0.5554  0.6131
H  2.1499  -1.9953  2.4573

Cartesian forces (eV/Å) of the 2 atoms listed first:
1.3 0.2 -0.7
-1.0 0.3 -0.5

Results
HOMO level = -0.290 hartree
structure (SMILES) = C\C(Cl)=C/C=C\C=C\c1cn[nH]n1
LUMO = 0.27 eV
energy above the lowest of the compared OMol25 structures with the same formula, charge and spin = 28.6 kcal per mole

***

Entry from OMol25: 2 unconnected molecules or ions with the total composition C4H10N4 (ωB97M-V/def2-TZVPD).

Positions of all 18 atoms, in Å:
N  2.3355  2.6383  -1.9548
N  1.6671  1.9666  -2.6286
N  2.5745  0.9478  -0.2265
N  1.7181  0.3937  -1.1903
C  1.1938  0.9211  0.0703
C  -1.8082  0.0201  0.3931
C  0.6767  -0.0730  1.0208
C  -0.5393  -0.8363  0.5213
H  1.9282  -0.6365  -1.0557
H  1.5410  -0.7688  1.0255
H  0.6707  1.9321  -0.0686
H  -0.1693  -1.1098  -0.4770
H  1.1921  2.1903  -3.5278
H  -2.2701  0.3014  1.3601
H  -2.5943  -0.4908  -0.1119
H  -1.5739  1.0043  -0.0590
H  0.3310  0.4491  1.9133
H  -0.7069  -1.6378  1.2111

Cartesian forces (eV/Å) of the 2 atoms listed first:
-0.7 0.4 -1.4
0.8 1.2 0.6

Results
HOMO level (alpha / beta) = -0.281 / -0.308 hartree
LUMO (alpha / beta) = 0.45 / 0.69 eV
energy above the lowest of the compared OMol25 structures with the same formula, charge and spin = 151.4 kcal per mole

***

Entry from OMol25: 5 unconnected molecules or ions with the total composition C18H46ClN5O9P (ωB97M-V/def2-TZVPD).

Positions of all 80 atoms, in Å:
Cl  -2.1557  1.2507  -0.0827
P  3.1699  0.0858  3.3057
O  -3.0041  5.2748  -3.1980
O  -1.1738  0.9942  0.9336
O  2.6883  1.1136  2.2675
O  -5.9607  -2.4665  -4.0229
O  2.3868  -2.8149  -1.8357
O  -2.9901  2.3382  0.3807
O  -1.4840  1.7377  -1.2676
O  -3.0474  7.1980  -4.3488
O  -2.9778  0.0553  -0.5244
N  0.0717  -2.0014  -2.8320
N  3.5585  0.9152  4.8449
N  -2.6364  -0.8433  -3.3545
N  4.5839  -0.8997  3.0529
N  1.9126  -1.1079  3.6474
C  2.1054  -2.0129  4.7516
C  3.8061  -2.6794  -2.0453
C  0.3223  -1.6503  -1.4190
C  -0.4523  -2.7318  -0.6080
C  -7.3139  -2.0262  -4.0850
C  -2.8227  5.9268  -1.0992
C  -2.7319  7.1716  -1.9203
C  5.4704  -1.3679  4.1872
C  2.4792  1.4269  5.7508
C  -3.5943  -1.7148  -4.0150
C  4.8415  1.7027  4.9213
C  0.5550  -0.9822  3.0430
C  -2.6300  4.8001  -1.9743
C  -3.0074  -3.1071  -3.7808
C  5.0825  -0.9841  1.6871
C  -5.0678  -1.4346  -3.6192
C  -2.8806  6.6173  -3.2746
C  1.8052  -1.5845  -1.2544
H  -0.3415  -3.8143  -0.6728
H  3.1683  -2.1547  4.9469
H  -3.1856  3.9436  -1.5924
H  1.6396  1.7107  5.1162
H  5.6811  1.3080  4.3492
H  -5.1095  -1.4431  -2.5301
H  -0.1992  -1.5526  3.5852
H  0.4828  -1.2069  -3.3008
H  4.0135  -1.8020  -2.6578
H  -5.4237  -0.5087  -4.0711
H  -3.0362  -0.6947  -2.4390
H  -3.7983  -3.8532  -3.8577
H  4.2510  -3.5701  -2.4891
H  1.6212  -2.9760  4.5902
H  -7.7055  -1.7800  -3.0980
H  -1.6027  4.5168  -2.2034
H  0.4748  -1.2720  1.9953
H  2.1639  0.8012  6.5857
H  -8.0123  -2.7092  -4.5686
H  2.1140  -0.6600  -1.7422
H  4.7043  2.6995  4.5020
H  -0.1541  -0.6970  -1.1902
H  -3.4236  -1.6386  -5.0889
H  4.9833  -1.1484  5.1372
H  6.4737  -0.9420  4.2014
H  -1.8145  7.7575  -1.9785
H  -1.5140  -2.5160  -0.7277
H  -3.8323  5.9354  -0.6884
H  4.4055  -2.5262  -1.1479
H  0.2035  0.0495  3.0301
H  -0.3020  -2.4990  0.4462
H  5.8420  -1.7623  1.6121
H  0.7038  -2.7310  -3.1291
H  2.2270  -1.5876  -0.2493
H  5.6852  -2.4350  4.1302
H  -7.4404  -1.1252  -4.6853
H  -2.0281  5.8548  -0.3565
H  5.1795  1.7781  5.9549
H  5.6156  -0.1163  1.2988
H  -3.6005  7.7908  -1.6962
H  2.8442  2.3488  6.2035
H  -2.6093  -3.2497  -2.7761
H  1.6706  -1.6561  5.6854
H  -2.2885  -3.4407  -4.5292
H  -1.8494  -1.4496  -3.1724
H  4.2146  -1.1756  1.0560

Cartesian forces (eV/Å) of the 2 atoms listed first:
-1.6 0.8 -2.9
2.3 4.4 0.1

Results
spin multiplicity = 2
HOMO level (alpha / beta) = -0.266 / -0.265 hartree
LUMO (alpha / beta) = -0.75 / -5.50 eV

***

Number 1: maximum force 4.3 eV Å⁻¹, calculated total energy -69499.9123 eV. Number 2: maximum force 1.3 eV Å⁻¹, calculated total energy -79963.6684 eV. Number 3: maximum force 0.7 eV Å⁻¹, calculated total energy -9395.7968 eV. Number 4: maximum force 4.4 eV Å⁻¹, calculated total energy -11010.9491 eV. Number 5: maximum force 4.0 eV Å⁻¹, calculated total energy -94167.5554 eV. Number 6: maximum force 4.0 eV Å⁻¹, calculated total energy -26484.6664 eV. Number 7: maximum force 4.1 eV Å⁻¹, calculated total energy -10264.2863 eV. Number 8: maximum force 4.9 eV Å⁻¹, calculated total energy -67087.4566 eV.